Entry from the Open Molecules 2025 dataset: a 13-piece molecular cluster, C38H109N11O13 overall at a distorted geometry (the ωB97M-V functional and the def2-TZVPD basis).

Last column: Löwdin charge in e.
Atoms and positions in Å:
C  13.81870  22.74356  15.95987  -0.7110
O  13.63719  23.83086  16.44230  0.0183
N  13.34727  21.65012  16.60672  0.1677
N  14.55040  22.44523  14.85727  0.1886
H  13.03520  20.95003  15.96027  0.0637
H  12.63968  21.94901  17.26047  0.1065
H  14.36040  21.56930  14.44728  0.0523
H  14.75019  23.24161  14.25629  0.1081
C  12.47877  25.01184  13.62491  -0.6335
O  12.53107  24.63853  12.46118  0.0040
N  11.47703  24.70819  14.54383  0.1679
N  13.49635  25.77906  14.22115  0.1374
H  10.61198  24.28318  14.19251  0.0985
H  11.52196  25.15596  15.41922  0.0796
H  14.24798  26.05906  13.66360  0.0692
H  13.69599  25.61829  15.21971  0.0818
C  9.24319  17.31860  10.67254  -0.0867
C  7.84534  16.95582  11.01208  -0.2878
O  7.48363  17.63098  12.24480  -0.1066
H  9.51589  16.86382  9.71359  0.0897
H  9.85827  17.05351  11.54017  0.0796
H  9.24606  18.37673  10.51873  0.0704
H  7.71122  15.89876  11.24264  0.1116
H  7.19388  17.30954  10.18999  0.1220
H  7.32087  18.53909  11.94900  0.0993
C  13.70884  13.72959  11.24637  -0.0827
C  14.36802  12.41360  10.90114  -0.3036
O  15.58291  12.25846  11.63426  -0.1079
H  12.84347  13.76179  10.60315  0.0657
H  14.45119  14.49002  10.98299  0.0655
H  13.40438  13.85046  12.27554  0.0356
H  14.65593  12.44754  9.87991  0.0955
H  13.66497  11.56749  10.97529  0.1042
H  15.45695  11.92858  12.55920  0.0789
C  9.29914  19.61435  15.02817  -0.0627
C  9.10823  18.15535  15.46350  -0.2718
O  9.24465  17.31353  14.28267  -0.1546
H  8.81364  20.25022  15.77640  0.0746
H  8.76446  19.77289  14.05755  0.0862
H  10.36032  19.80604  14.98632  0.0463
H  8.10779  17.96592  15.80666  0.0952
H  9.72232  17.82810  16.29531  0.0902
H  8.58936  17.53092  13.56176  0.0370
C  13.09214  17.89150  7.61168  -0.0753
C  12.96478  17.84540  9.13716  -0.2676
O  12.33613  19.08204  9.65613  -0.1332
H  13.41835  16.90464  7.35818  0.0644
H  13.91838  18.54104  7.38028  0.0551
H  12.18336  18.22367  7.14006  0.0739
H  13.96056  17.75621  9.58057  0.1003
H  12.35782  17.04132  9.45948  0.0795
H  12.88926  19.79471  9.33256  -0.0076
C  16.43707  21.76422  8.38888  -0.0558
C  15.50713  20.91461  9.30065  -0.3536
C  15.67940  21.03929  10.89147  -0.2161
O  17.02962  21.11295  11.07814  -0.1960
C  17.50435  20.87578  12.40603  -0.0732
N  14.09540  21.30524  9.11618  0.0231
H  16.16066  22.85012  8.44510  0.0902
H  16.40530  21.45193  7.33540  0.0742
H  17.48476  21.60938  8.72843  0.0795
H  15.70088  19.88527  9.00080  0.1187
H  15.15501  20.20458  11.43292  0.1343
H  15.21876  21.97040  11.18445  0.1093
H  17.22430  19.92466  12.83776  0.0748
H  17.12251  21.67796  13.04351  0.0722
H  18.60063  21.08985  12.48612  0.1031
H  13.66127  21.75049  9.92295  0.0672
H  14.04293  21.95687  8.36405  0.0676
C  15.30284  9.17585  16.77449  -0.0599
C  15.80080  10.31944  15.86398  -0.4153
C  14.58554  11.10198  15.42450  -0.2510
O  14.94291  12.16374  14.59415  -0.1930
C  14.07741  13.26231  14.76881  -0.1035
N  16.71253  11.15583  16.68990  0.0507
H  14.89500  9.61280  17.67601  0.0740
H  16.09394  8.54760  17.13061  0.0707
H  14.64076  8.59868  16.15580  0.0731
H  16.25243  9.92343  14.95876  0.1379
H  14.06782  11.37506  16.39652  0.1399
H  13.84183  10.44357  14.92416  0.1317
H  14.12382  13.56094  15.83113  0.0879
H  13.07013  13.15692  14.42264  0.0484
H  14.50970  14.07182  14.14159  0.0915
H  16.28724  11.25311  17.60557  0.0614
H  16.72144  12.08864  16.29394  0.0491
C  14.70729  17.64035  14.34522  -0.0430
C  13.18373  17.79758  14.41446  -0.4087
C  12.60501  18.85835  13.43021  -0.1791
O  12.78816  20.17546  13.92485  -0.2345
C  12.30989  21.14331  12.96205  -0.0753
N  12.57121  16.50161  14.09052  0.0692
H  15.25477  18.59976  14.40455  0.0810
H  14.92404  17.15053  13.39660  0.0720
H  14.96961  16.96469  15.12844  0.0568
H  12.92406  18.04296  15.46211  0.1280
H  11.51902  18.68545  13.33104  0.1123
H  13.03285  18.65025  12.48608  0.1035
H  12.45041  22.15564  13.43636  0.0769
H  11.27079  20.96657  12.73913  0.0776
H  12.88593  21.14958  11.99978  0.0851
H  11.57110  16.58587  14.33439  0.0594
H  12.85793  15.85646  14.79862  0.0342
C  8.59668  26.72092  13.06857  -0.0697
C  8.33906  26.16635  11.66993  -0.4220
C  8.08093  24.65364  11.76407  -0.2205
O  9.17758  23.91750  12.27589  -0.2102
C  10.03546  23.44348  11.24146  -0.0913
N  7.08060  26.74585  11.15021  0.0453
H  8.71754  27.78973  13.17583  0.0667
H  9.51720  26.23951  13.44987  0.0626
H  7.78713  26.57532  13.79242  0.0833
H  9.25999  26.37065  11.10581  0.1360
H  7.64143  24.30005  10.81631  0.1250
H  7.27549  24.55368  12.50671  0.1270
H  10.35671  24.26876  10.63251  0.0809
H  9.49546  22.63883  10.74437  0.0921
H  10.94630  23.11803  11.79024  0.0556
H  7.09016  26.56045  10.18964  0.0431
H  7.12058  27.74988  11.18998  0.0673
C  9.99049  13.66176  12.48038  -0.0165
C  10.50054  12.51328  13.51680  -0.4300
C  9.36056  11.98577  14.39243  -0.2393
O  9.83159  10.92986  15.15484  -0.2161
C  9.01386  10.49541  16.22502  -0.1111
N  11.40678  11.61356  12.86782  0.0659
H  10.80780  14.05658  11.92694  0.0379
H  9.45035  14.46736  13.03492  0.0791
H  9.32037  13.14788  11.82580  0.0549
H  11.08925  13.10232  14.24976  0.1003
H  8.56381  11.53870  13.69468  0.1426
H  8.81250  12.76336  15.01362  0.1378
H  7.97134  10.26020  15.86527  0.0969
H  8.87725  11.29018  17.01814  0.0929
H  9.43406  9.61454  16.75478  0.0916
H  11.51234  10.82417  13.52432  0.0813
H  10.89832  11.19896  12.09951  0.0803
C  17.33126  15.83041  11.24753  -0.0652
C  18.52976  14.87010  11.47095  -0.3616
C  18.55679  14.40324  12.95580  -0.2424
O  18.58968  15.43378  13.87482  -0.1916
C  18.68276  14.98202  15.21378  -0.0946
N  18.34153  13.69051  10.52689  0.0307
H  17.40717  16.73217  11.89170  0.0733
H  16.41924  15.35356  11.57568  0.0412
H  17.26344  16.07088  10.16955  0.0818
H  19.47663  15.39876  11.25425  0.1348
H  19.41180  13.81768  13.18938  0.1019
H  17.68066  13.77888  13.12599  0.1156
H  17.72853  14.53797  15.46194  0.0672
H  18.80489  15.77092  15.91090  0.0697
H  19.50984  14.20092  15.31796  0.1137
H  17.46052  13.21606  10.69110  0.0309
H  19.11061  12.99554  10.50659  0.0746
C  11.63209  17.01926  20.06438  -0.0603
C  12.16190  15.78132  19.40337  -0.4728
C  12.42943  15.98522  17.94524  -0.2086
O  11.23634  16.16556  17.19524  -0.2091
C  10.47370  14.97159  17.09563  -0.0795
N  13.32614  15.26680  20.12151  0.0482
H  12.37422  17.79573  20.03084  0.0768
H  11.36913  16.81702  21.09700  0.0797
H  10.66368  17.37971  19.70295  0.0860
H  11.41098  15.02475  19.70600  0.1384
H  13.00720  15.13918  17.59081  0.1031
H  12.99835  16.86450  17.86114  0.1162
H  11.18991  14.17573  16.89796  0.0863
H  9.77246  15.07257  16.24780  0.0896
H  9.90967  14.85577  18.01848  0.0861
H  13.83396  14.79149  19.38004  0.0582
H  14.01974  15.98150  20.22268  0.0615

Results
gap between HOMO and LUMO = 9.07 eV
relative energy (zero: lowest compared OMol25 entry of this formula, charge and spin) = 0.000 eV
largest force on an atom = 0.0819 hartree/bohr